{
  "formula": "C4H5N2",
  "method": "the ωB97M-V functional and the def2-TZVPD basis",
  "de_lowest_ev": 4.0932,
  "total_charge": 1,
  "species": ["C", "C", "H", "H", "N", "H", "H", "N", "H", "C", "C"],
  "positions_angstrom": [[1.677, -0.740, 0.288], [-1.869, 1.099, 0.065], [-1.815, 1.664, -0.920], [2.619, -0.345, 0.816], [0.487, -0.094, 0.566], [1.814, -0.820, -0.750], [1.438, -1.809, 0.806], [-2.731, -0.038, -0.230], [-2.438, 2.023, 0.234], [-3.273, -1.070, -0.025], [-0.547, 0.465, 0.168]]
}

---

{
  "formula": "C51H47AsBN9PS5Y",
  "method": "the ωB97M-V functional and the def2-TZVPD basis",
  "de_lowest_ev": 0.1519,
  "species": ["B", "C", "H", "C", "H", "C", "C", "C", "C", "N", "N", "N", "H", "H", "H", "H", "C", "C", "S", "N", "H", "H", "C", "H", "C", "C", "C", "H", "C", "C", "H", "H", "H", "H", "C", "C", "C", "C", "C", "C", "C", "H", "C", "Y", "N", "N", "C", "As", "C", "C", "C", "C", "C", "H", "P", "H", "C", "C", "H", "H", "H", "H", "H", "C", "C", "H", "C", "N", "H", "C", "C", "S", "C", "H", "H", "C", "C", "H", "C", "H", "H", "S", "H", "H", "C", "H", "H", "S", "H", "H", "C", "H", "C", "H", "H", "C", "S", "C", "C", "H", "H", "C", "N", "H", "C", "H", "H", "H", "C", "H", "C", "H", "C", "C", "H", "N"],
  "positions_angstrom": [[2.318, -2.471, 0.908], [-0.866, -2.921, -0.728], [-5.289, -0.691, -2.470], [-3.193, -0.380, -2.805], [-1.545, 0.923, 6.340], [3.125, -0.438, -1.998], [4.189, -1.920, -0.793], [-6.368, 0.876, 0.871], [-3.066, -2.824, 2.862], [0.022, -2.161, -0.095], [2.053, -1.574, 2.124], [4.435, 3.582, 1.789], [8.307, 1.543, 3.342], [3.019, -3.392, 1.231], [-3.055, 2.283, 2.250], [1.945, -4.024, -4.485], [0.175, -3.730, -5.666], [-2.556, -1.888, 3.888], [-1.359, 3.811, 0.312], [1.229, 2.204, -1.813], [-5.946, 1.433, -3.559], [-4.654, -4.896, 0.006], [1.379, 2.097, -6.027], [-5.305, -0.958, 0.579], [-0.277, -1.492, -4.055], [-4.904, 1.143, -3.520], [4.371, 5.791, 2.788], [-3.388, -4.567, 4.082], [0.549, 1.230, -5.336], [-6.305, 2.188, 1.317], [-3.873, -2.605, -0.433], [6.604, 4.676, 4.035], [4.949, 6.423, 3.457], [-7.298, 0.479, 0.483], [2.196, 2.972, -5.322], [-3.986, 1.878, 1.873], [-2.243, -0.614, 3.412], [5.002, 4.443, 2.654], [1.070, -3.409, -4.654], [-4.195, -4.322, 0.802], [-3.486, -4.130, 3.095], [3.563, 3.810, 1.316], [-5.240, 0.065, 0.923], [0.358, 0.347, -0.021], [5.965, 1.874, 2.269], [2.316, -0.769, -0.987], [-1.181, -1.834, -5.060], [-2.405, -0.500, 1.472], [6.097, 4.020, 3.343], [-1.810, 0.131, 5.650], [4.322, -1.142, -1.928], [-4.041, -4.877, 2.067], [-3.752, -3.029, 0.558], [2.814, 0.285, -2.736], [-0.461, 0.002, -2.997], [-4.361, -5.894, 2.253], [-0.498, -4.266, -0.693], [-2.205, 0.449, -3.339], [-1.649, 1.387, 3.920], [1.357, -5.070, 0.269], [2.418, -0.443, 5.150], [-2.013, -1.355, 7.187], [-2.680, -3.143, 5.633], [-3.180, -2.284, 1.578], [0.841, -2.301, -3.851], [0.427, 2.763, -1.517], [0.694, -4.264, 0.002], [2.990, -1.686, -0.251], [3.356, 5.691, 3.180], [2.152, 3.002, -3.938], [-1.877, 0.395, 4.288], [-0.374, 3.167, 2.001], [-2.455, -2.155, 5.250], [2.865, 3.638, -5.852], [-4.218, 2.881, -4.569], [-4.046, 0.562, 1.426], [2.156, -0.656, 4.128], [-1.838, 2.284, -4.389], [-2.081, -1.147, 6.126], [7.207, 1.419, 4.705], [0.353, -4.593, -6.296], [-1.772, 2.073, -0.725], [-0.065, 0.526, -5.885], [-1.022, -5.109, -1.111], [1.295, 2.156, -3.240], [2.063, 2.615, -1.402], [5.168, -1.082, -2.592], [1.462, 2.551, 1.284], [0.640, 0.873, 3.561], [1.403, 2.079, -7.109], [6.517, 2.682, 3.146], [4.299, 6.276, 1.813], [-2.588, 1.617, -3.987], [-1.728, -2.468, -1.185], [-2.067, -1.233, -5.221], [4.926, 2.319, 1.513], [4.184, 1.455, 0.302], [-5.109, 2.688, 1.818], [2.655, -1.654, 3.316], [-1.661, -3.201, -6.641], [1.533, -2.068, -3.052], [1.237, 0.012, 3.323], [0.983, -2.999, 0.348], [-7.182, 2.820, 1.270], [-0.954, -2.947, -5.861], [4.874, -2.615, -0.336], [2.782, 3.689, -3.385], [3.392, -2.417, 3.509], [-4.534, -0.041, -2.895], [-5.043, 3.715, 2.155], [-3.931, 1.959, -4.076], [8.179, 2.890, 4.507], [7.630, 2.114, 3.975], [0.505, 1.239, -3.942], [-2.906, -1.306, -2.320], [1.169, -0.541, 2.114]]
}

---

{
  "formula": "C2H6N3O2",
  "method": "the ωB97M-V functional and the def2-TZVPD basis",
  "de_lowest_ev": 0.2175,
  "total_charge": -1,
  "species": ["C", "N", "H", "H", "H", "N", "N", "O", "O", "C", "H", "H", "H"],
  "positions_angstrom": [[0.131, -1.584, -1.842], [-0.612, -2.442, -2.470], [-0.462, 2.339, 3.122], [1.174, -1.427, -2.134], [-1.330, -0.918, -0.582], [0.195, 2.307, 2.340], [-0.323, -0.823, -0.806], [-1.118, 0.754, 1.256], [1.061, 1.007, 0.666], [0.005, 1.290, 1.354], [-0.060, -2.885, -3.209], [1.142, 2.523, 2.561], [0.197, -0.139, -0.255]]
}

---

{
  "formula": "C7H10BrFN",
  "method": "the ωB97M-V functional and the def2-TZVPD basis",
  "de_lowest_ev": 0.0000,
  "smiles": "CC1=CC=C[C@H]([NH3+])[C@@]1(F)Br",
  "total_charge": 1,
  "species": ["H", "C", "H", "H", "C", "H", "C", "C", "H", "C", "H", "H", "C", "H", "Br", "H", "C", "F", "H", "N"],
  "positions_angstrom": [[-1.092, 2.918, -1.166], [0.779, 1.532, 0.629], [2.692, 0.494, 1.067], [-1.173, 3.167, 0.556], [-0.768, -0.164, -0.579], [0.372, -2.667, -0.675], [1.608, 0.349, 0.797], [1.153, -0.867, 0.772], [1.771, -1.688, 1.033], [-0.302, -1.164, 0.378], [1.204, 2.428, 0.908], [-2.377, 2.129, -0.223], [-1.376, 2.552, -0.253], [-0.940, -0.767, 1.220], [-2.784, -0.381, -0.995], [-0.309, -3.332, 0.668], [-0.435, 1.438, 0.042], [-0.021, -0.282, -1.729], [-1.368, -2.756, -0.476], [-0.384, -2.591, -0.043]]
}

---

{
  "formula": "C10H17BF2O9P",
  "method": "the ωB97M-V functional and the def2-TZVPD basis",
  "total_charge": -1,
  "species": ["C", "H", "C", "H", "H", "O", "H", "O", "H", "C", "C", "C", "H", "O", "O", "O", "C", "O", "O", "H", "H", "H", "H", "H", "C", "P", "F", "H", "C", "C", "H", "H", "F", "H", "C", "O", "H", "B", "H", "O"],
  "positions_angstrom": [[-3.285, 3.557, -2.026], [-1.798, 0.519, -1.040], [3.957, -3.058, 1.611], [-0.680, -3.872, 0.974], [0.525, -0.261, 0.690], [-4.468, 5.047, -3.345], [-0.923, -2.519, 2.048], [3.187, -4.168, 1.668], [-0.162, 0.098, -1.659], [-0.495, -0.448, 0.361], [-0.365, -2.853, 1.178], [-0.221, 1.874, -0.470], [-0.215, -2.233, -0.862], [-3.086, 2.703, -1.203], [3.831, -2.275, 2.710], [2.977, -0.077, 3.552], [1.119, -2.794, 1.550], [4.751, -2.840, 0.695], [-2.360, 4.153, -2.747], [0.848, 1.788, -0.285], [2.000, -3.963, 0.005], [1.297, -2.616, 2.604], [-0.679, 2.184, 0.464], [1.539, -1.942, 1.025], [-4.653, 4.136, -2.413], [4.092, -0.610, 2.506], [-2.545, 6.429, -3.371], [-0.438, 2.606, -1.232], [-0.738, 0.485, -0.825], [1.891, -4.020, 1.086], [-1.135, -0.171, 1.197], [-1.796, -2.033, -0.165], [-2.767, 4.830, -4.978], [3.537, 0.450, 0.721], [-0.736, -1.906, 0.038], [3.277, -0.380, 1.122], [2.136, 0.119, 3.119], [-3.009, 5.154, -3.653], [1.300, -4.902, 1.292], [-5.708, 3.809, -1.942]]
}

---

{
  "formula": "C3H5NO2",
  "method": "the ωB97M-V functional and the def2-TZVPD basis",
  "de_lowest_ev": 2.7027,
  "species": ["C", "N", "O", "O", "H", "C", "H", "C", "H", "H", "H"],
  "positions_angstrom": [[-1.173, -0.332, -0.916], [-1.817, -1.200, -0.115], [-0.376, 0.557, -0.142], [-1.226, -0.238, -2.107], [2.310, 0.330, 1.379], [0.818, -0.005, -0.039], [2.496, 1.181, -0.131], [1.758, 0.923, 0.642], [-1.723, -1.162, 0.885], [-2.410, -1.892, -0.544], [1.344, 1.837, 1.088]]
}

---

{
  "formula": "C5H8O3",
  "method": "the ωB97M-V functional and the def2-TZVPD basis",
  "de_lowest_ev": 10.0313,
  "species": ["O", "H", "H", "C", "C", "C", "O", "C", "H", "H", "H", "H", "H", "C", "O", "H"],
  "positions_angstrom": [[-1.567, 0.534, -1.812], [-0.593, 1.531, 2.369], [-0.371, 1.628, -0.122], [0.604, -0.746, -0.236], [-0.444, 1.361, -1.348], [0.180, -0.175, 1.173], [0.907, -1.956, -0.130], [-0.129, 1.196, 1.316], [0.306, -1.955, 2.200], [-0.125, 2.196, -2.111], [1.497, 1.013, -0.446], [-2.751, 0.981, -0.799], [1.495, -0.088, -1.986], [0.854, 0.363, -1.263], [-0.068, -0.978, 2.254], [-0.028, 1.893, 0.552]]
}

---

{
  "formula": "CF3Mg2NO4S3",
  "method": "the ωB97M-V functional and the def2-TZVPD basis",
  "de_lowest_ev": 1.2184,
  "species": ["O", "N", "O", "Mg", "Mg", "F", "F", "S", "S", "C", "O", "S", "O", "F"],
  "positions_angstrom": [[1.014, 1.440, -3.242], [0.414, -1.117, 1.694], [2.183, -0.003, -0.789], [0.429, 0.669, -1.445], [1.969, -1.514, 0.615], [-3.050, -0.942, 1.811], [-1.855, -2.170, 0.464], [-0.601, -0.074, 1.401], [2.398, 2.165, -2.729], [-2.163, -0.920, 0.827], [-0.534, 0.877, 0.196], [3.412, 1.043, -1.087], [-0.929, 0.871, 2.522], [-2.688, -0.326, -0.238]]
}

---

Here are the calculated DFT total energy numbers, same order: -7196.459; -193092.934; -10739.033; -81662.203; -44483.911; -8774.992; -11447.488; -62264.880 (eV).